No. 1
{"formula": "C10H29GaN4O3P3", "method": "the ωB97M-V functional and the def2-TZVPD basis", "species": ["Ga", "P", "P", "P", "O", "O", "O", "N", "N", "N", "N", "C", "C", "C", "C", "C", "C", "C", "C", "C", "C", "H", "H", "H", "H", "H", "H", "H", "H", "H", "H", "H", "H", "H", "H", "H", "H", "H", "H", "H", "H", "H", "H", "H", "H", "H", "H", "H", "H", "H"], "positions_angstrom": [[-4.2231, -1.7272, -3.6771], [1.5686, 0.3967, 1.9980], [-2.0344, -2.5586, -3.8956], [-4.4988, 0.0937, -2.1638], [-4.8574, -5.2932, -3.7666], [1.4608, -0.5037, 0.8031], [-5.7369, 0.8725, -2.5378], [1.5081, 0.8518, 3.6326], [0.5813, 1.7028, 1.4857], [3.2834, 0.6808, 1.9280], [-5.5535, -3.0910, -3.1680], [0.9082, 2.3797, 0.2438], [2.2571, 0.0327, 4.5733], [-5.1941, -4.1929, -3.4922], [4.0895, -0.4364, 1.4548], [-0.8385, 1.3519, 1.4754], [3.8769, 1.9387, 1.5445], [-1.0018, -1.0308, -4.2083], [1.0239, 2.1059, 4.1752], [-1.3830, -3.2723, -2.3107], [-0.4836, -0.3565, -2.9327], [-1.1194, 0.8661, 2.4152], [0.0430, 0.5558, -3.2308], [-0.0286, 2.2757, 3.9562], [2.4660, -0.9514, 4.1531], [1.6894, -0.1311, 5.4929], [3.7026, -1.3817, 1.8309], [-1.7074, -4.3036, -2.2085], [-1.0851, 0.6671, 0.6556], [3.3906, 2.7831, 2.0376], [-1.5888, -2.6854, -1.4173], [-4.6368, -1.1777, -5.1123], [4.1160, -0.4996, 0.3590], [-4.6730, -0.3118, -0.8054], [3.2142, 0.5009, 4.8271], [0.8928, 1.6682, -0.5913], [0.1826, 3.1705, 0.0446], [4.9244, 1.9678, 1.8606], [1.5980, 2.9584, 3.8048], [-0.1380, -1.3097, -4.8080], [5.1140, -0.3338, 1.8241], [-0.2951, -3.3182, -2.4032], [-1.4494, 2.2513, 1.3813], [0.2137, -0.9987, -2.4029], [-1.6480, -0.3309, -4.7350], [1.8719, 2.8843, 0.2661], [-3.3885, 0.9922, -2.1896], [1.1098, 2.0893, 5.2640], [-1.2939, -0.0293, -2.2842], [3.8507, 2.0984, 0.4571]], "mulliken_charge": [0.27, 0.87, -0.09, 0.37, -0.57, -0.86, -0.71, 0.09, 0.11, 0.22, -0.45, -1.06, -1.09, 0.59, -1.10, -1.25, -1.09, -0.85, -0.80, -1.05, -0.65, 0.39, 0.42, 0.26, 0.34, 0.39, 0.33, 0.38, 0.32, 0.29, 0.27, -0.23, 0.30, 0.00, 0.33, 0.33, 0.38, 0.33, 0.23, 0.39, 0.37, 0.32, 0.39, 0.30, 0.38, 0.27, -0.04, 0.38, -0.04, 0.34], "e_lumo_ev": 2.1, "homo_ev": -3.85, "molar_mass_g_mol": 416.01, "charge": -1, "total_energy_ev": -103187.169}

=====

No. 2
{"formula": "C10H29INO7", "method": "the ωB97M-V functional and the def2-TZVPD basis", "species": ["I", "O", "O", "O", "O", "O", "O", "O", "N", "C", "C", "C", "C", "C", "C", "C", "C", "C", "C", "H", "H", "H", "H", "H", "H", "H", "H", "H", "H", "H", "H", "H", "H", "H", "H", "H", "H", "H", "H", "H", "H", "H", "H", "H", "H", "H", "H", "H"], "positions_angstrom": [[0.6917, 0.8424, -1.2156], [-2.2896, 3.1792, -0.7734], [-0.1370, 6.1567, -0.8627], [-1.0571, 0.7515, 1.9382], [-1.8817, -3.9578, 0.7275], [-0.2479, 0.0294, 4.7196], [4.2633, 0.2040, -1.0561], [6.4659, 1.3757, 0.0546], [-2.3551, -1.5287, -2.0346], [-0.3914, 4.7408, -0.8846], [-1.2876, -0.5792, 3.9456], [6.4123, 1.1656, -1.3271], [-0.7559, -4.4676, 1.4395], [-1.4775, -3.2642, -0.4617], [4.9764, 1.1248, -1.8368], [-2.6933, -2.4470, -0.9436], [-3.8639, -3.3262, -1.3612], [-1.8758, 4.4840, -1.1444], [-0.9058, -0.5463, 2.4878], [0.0974, -0.9471, 2.2776], [-0.2804, 0.9851, 4.6454], [-1.7623, -0.7675, -1.7000], [-0.0213, 6.4010, 0.0575], [-1.7236, -2.0441, -2.6502], [-1.1769, -4.0456, -1.1722], [-0.1401, -3.6407, 1.7998], [-2.4797, 5.2403, -0.6461], [-4.0315, -4.1967, -0.7287], [-0.0404, 4.2711, 0.0382], [-1.5136, -1.2547, 1.8890], [6.8701, 0.2052, -1.6117], [-1.4379, -1.5757, 4.3597], [4.5844, 2.1491, -1.7237], [-1.1535, -5.0473, 2.2716], [-0.6686, -2.5540, -0.2649], [-3.5947, -3.7698, -2.3289], [-4.7375, -2.6918, -1.4871], [-0.1829, -5.1255, 0.7758], [7.0097, 1.9175, -1.8418], [-1.5501, 2.5839, -0.9745], [3.3091, 0.3740, -1.1670], [-0.5561, 0.7439, 1.0988], [0.2097, 4.3050, -1.6860], [-2.2421, -0.0682, 4.1148], [-2.9408, -1.8363, -0.0708], [5.6821, 0.9718, 0.4469], [-2.0474, 4.5820, -2.2227], [4.9286, 0.8979, -2.9098]], "mulliken_charge": [-0.61, -0.49, -0.54, -0.44, -0.35, -0.55, -0.52, -0.52, -0.68, -0.44, -0.64, -0.40, -0.66, -0.72, -0.25, 0.50, -1.41, -0.16, 0.42, 0.24, 0.31, 0.19, 0.31, 0.31, 0.46, 0.22, 0.31, 0.31, 0.31, -0.11, 0.22, 0.31, 0.26, 0.24, 0.41, 0.32, 0.35, 0.30, 0.30, 0.18, 0.07, 0.08, 0.24, 0.28, 0.20, 0.34, 0.20, 0.30], "de_lowest_kcal_mol": 5.9, "e_lumo_ev": 2.9, "homo_ev": -5.25, "molar_mass_g_mol": 402.25, "charge": -1, "total_energy_ev": -34765.051}

=====

No. 3
{"formula": "C10H29O5P", "method": "the ωB97M-V functional and the def2-TZVPD basis", "species": ["P", "O", "O", "O", "O", "O", "C", "C", "C", "C", "C", "C", "C", "C", "C", "C", "H", "H", "H", "H", "H", "H", "H", "H", "H", "H", "H", "H", "H", "H", "H", "H", "H", "H", "H", "H", "H", "H", "H", "H", "H", "H", "H", "H", "H"], "positions_angstrom": [[0.2556, -0.7754, -1.0166], [-3.4955, -2.7359, -0.9182], [-5.0470, -5.2164, -1.1849], [3.1450, 5.5410, 1.5841], [2.7832, 0.3572, -0.9650], [2.8535, 2.9383, 2.9348], [2.3522, 2.3543, 1.7452], [-4.5945, -2.0822, -0.3171], [-3.1574, -3.9670, -0.3067], [4.0785, 3.6237, 2.7561], [3.8886, 5.1258, 2.7158], [-5.5862, -4.7411, -2.4018], [1.5369, 0.4944, -1.6180], [1.7875, 5.8163, 1.8639], [3.6986, -0.5043, -1.6151], [-3.6337, -5.1505, -1.1213], [-4.8014, -1.1930, -0.9102], [3.0086, 1.5620, 1.3755], [4.8689, 5.6087, 2.6675], [-6.6699, -4.7851, -2.3097], [0.3876, -0.2608, 0.3088], [3.1907, -1.2708, -2.2067], [-0.6756, -0.2466, -1.9715], [2.2272, 3.0985, 0.9533], [1.1384, 1.4811, -1.3475], [-3.5842, -4.0221, 0.7008], [4.3103, -0.9951, -0.8581], [-5.4835, -2.7188, -0.2968], [-5.2778, -5.3718, -3.2431], [-5.2810, -3.7113, -2.6060], [1.2829, 4.9561, 2.3116], [4.7334, 3.3730, 3.5963], [1.6900, 6.6720, 2.5414], [1.3100, 6.0628, 0.9171], [1.3823, 1.9237, 1.9913], [1.6466, 0.4607, -2.7141], [-4.3587, -1.7756, 0.7081], [3.3938, 5.4544, 3.6369], [-3.2095, -5.0924, -2.1301], [4.5692, 3.2935, 1.8338], [1.0914, -1.8689, -1.3827], [4.3479, 0.0750, -2.2820], [-3.2742, -6.0725, -0.6552], [-0.7615, -1.7068, -0.5485], [-2.0675, -4.0082, -0.2155]], "mulliken_charge": [0.56, -0.36, -0.37, -0.38, -0.21, -0.41, -0.76, -0.78, -0.45, -0.47, -0.48, -0.68, -0.92, -0.70, -0.78, -0.57, 0.24, 0.38, 0.38, 0.23, 0.00, 0.35, -0.01, 0.32, 0.40, 0.34, 0.24, 0.34, 0.32, 0.29, 0.29, 0.39, 0.33, 0.24, 0.26, 0.48, 0.33, 0.31, 0.33, 0.28, -0.01, 0.28, 0.38, -0.33, 0.36], "e_lumo_ev": 0.8, "smiles": "COC[PH4].COCCOC.COCCOC", "homo_ev": -7.99, "molar_mass_g_mol": 260.31, "charge": 0, "total_energy_ev": -30360.383}

=====

Record-wise HOMO-LUMO gap values, in eV: 5.96; 8.17; 8.79